# C44H65F21N2O26

A 13-piece molecular cluster, C44H65F21N2O26 overall at a distorted geometry (ωB97M-V/def2-TZVPD, the OMol25 dataset).

Properties
orbital gap: 10.74 eV
LUMO: 0.2 eV
electronic energy: -159959.6459 eV

ORCA input file:
```
! RIJCOSX wB97M-V def2-TZVPD def2/J DEFGRID3
* xyz 0 1
C 5.219 -7.969 6.498
C 5.425 -8.477 5.134
O 5.454 -7.493 4.130
C 4.395 -6.868 3.701
O 3.294 -7.076 4.173
C 4.620 -5.905 2.522
F 3.982 -4.746 2.710
F 5.929 -5.706 2.349
F 4.198 -6.397 1.381
H 4.277 -7.421 6.489
H 5.941 -7.227 6.839
H 5.307 -8.747 7.257
H 4.705 -9.263 4.908
H 6.379 -9.005 5.129
C 6.720 13.291 -0.129
C 7.507 12.262 -0.877
O 7.182 10.993 -0.313
C 7.896 9.942 -0.575
O 8.741 9.869 -1.438
C 7.679 8.710 0.349
F 6.657 9.004 1.156
F 7.366 7.706 -0.454
F 8.848 8.455 1.033
H 7.078 14.307 -0.297
H 6.548 13.155 0.939
H 5.729 13.332 -0.580
H 8.561 12.337 -0.607
H 7.473 12.333 -1.964
C -6.687 6.019 3.994
C -7.723 7.046 3.556
O -7.695 8.219 4.381
C -8.734 9.086 4.436
O -9.762 8.897 3.780
C -8.460 10.366 5.219
F -7.279 10.353 5.812
F -8.372 11.417 4.420
F -9.368 10.591 6.148
H -6.720 5.851 5.070
H -5.742 6.414 3.621
H -6.834 5.044 3.530
H -8.600 6.453 3.813
H -7.755 7.162 2.473
C 11.294 0.845 0.563
C 10.975 -0.404 -0.207
O 9.750 -0.119 -0.918
C 9.404 -0.712 -2.080
O 10.178 -1.459 -2.661
C 7.957 -0.294 -2.637
F 7.271 0.387 -1.766
F 8.182 0.500 -3.676
F 7.246 -1.295 -3.097
H 10.662 0.953 1.445
H 11.261 1.718 -0.090
H 12.279 0.790 1.026
H 10.724 -1.057 0.629
H 11.887 -0.669 -0.742
C -11.428 -3.571 1.567
C -10.759 -2.232 1.679
O -10.836 -1.504 0.423
C -9.638 -1.277 -0.206
O -8.575 -1.733 0.064
C -9.887 -0.451 -1.475
F -10.842 0.486 -1.260
F -8.726 0.088 -1.872
F -10.338 -1.333 -2.368
H -10.854 -4.367 1.093
H -12.390 -3.611 1.056
H -11.685 -3.886 2.578
H -9.722 -2.453 1.929
H -11.162 -1.702 2.542
C -7.647 -8.951 0.689
C -8.074 -10.374 0.399
O -9.296 -10.689 1.029
C -10.031 -11.808 0.621
O -9.836 -12.493 -0.355
C -11.132 -12.146 1.652
F -12.287 -12.460 1.053
F -10.684 -13.194 2.376
F -11.271 -11.134 2.512
H -7.368 -8.850 1.738
H -8.346 -8.167 0.398
H -6.727 -8.721 0.152
H -7.293 -11.071 0.703
H -8.131 -10.421 -0.688
C 3.657 13.864 -6.925
C 2.383 13.620 -6.066
O 2.494 12.367 -5.420
C 2.098 11.203 -6.006
O 1.650 11.182 -7.182
C 2.245 9.973 -5.153
F 2.692 10.311 -3.927
F 1.085 9.357 -5.077
F 3.087 9.085 -5.710
H 3.576 14.867 -7.343
H 3.641 13.136 -7.736
H 4.559 13.825 -6.315
H 1.466 13.602 -6.656
H 2.289 14.377 -5.287
C 10.359 -2.760 7.385
O 9.148 -2.504 6.683
C 8.221 -1.573 7.078
O 8.353 -0.820 8.031
O 7.186 -1.705 6.330
C 6.111 -0.975 6.658
H 10.172 -3.570 8.090
H 10.774 -1.884 7.883
H 11.086 -3.063 6.632
H 5.554 -1.317 7.530
H 5.437 -1.051 5.805
H 6.413 0.072 6.647
C -3.084 -9.735 -5.928
O -2.943 -10.160 -4.592
C -1.835 -9.907 -3.793
O -0.860 -9.200 -4.168
O -2.028 -10.304 -2.583
C -1.209 -9.908 -1.542
H -3.990 -10.297 -6.156
H -2.278 -10.120 -6.553
H -3.386 -8.691 -6.010
H -0.236 -10.399 -1.520
H -1.630 -10.084 -0.552
H -1.212 -8.821 -1.612
C 0.360 1.953 -0.393
O -0.210 0.793 -0.969
C -0.091 0.489 -2.289
O 0.409 1.264 -3.144
O -0.812 -0.620 -2.616
C -1.441 -1.591 -1.792
H 1.092 2.515 -0.973
H 0.831 1.699 0.557
H -0.408 2.715 -0.257
H -0.686 -2.345 -1.572
H -2.306 -2.090 -2.228
H -1.780 -1.206 -0.830
C 0.154 -3.482 -14.541
O -0.413 -3.110 -13.316
C -0.480 -3.981 -12.293
O -0.061 -5.131 -12.244
O -1.080 -3.394 -11.294
C -1.052 -3.931 -9.969
H 0.199 -2.647 -15.240
H -0.516 -4.162 -15.068
H 1.171 -3.826 -14.349
H -1.912 -3.576 -9.401
H -0.165 -3.550 -9.462
H -1.125 -5.017 -9.914
C 0.173 6.431 8.682
C 0.046 5.236 7.819
N -0.109 4.328 7.172
H -0.465 7.182 8.216
H 1.210 6.741 8.546
H -0.161 6.152 9.681
C -4.553 -1.758 5.763
C -5.435 -2.965 5.996
N -6.067 -3.923 6.205
H -4.830 -1.339 4.796
H -3.583 -2.242 5.641
H -4.435 -1.071 6.601
*
```

# C4H37NO13S

C4H37NO13S as an isolated structure at a distorted geometry (ωB97M-V/def2-TZVPD, the OMol25 dataset).

Properties
energy relative to the best compared isomer or geometry (same formula, charge and spin): 0.0 kcal per mole
<S²>: 0.754
orbital gap (spin up / spin down): 10.25 / 5.57 eV
LUMO (spin up / spin down): -2.8 / -7.5 eV
electronic energy: -43684.6470 eV

ORCA input file:
```
! RIJCOSX wB97M-V def2-TZVPD def2/J DEFGRID3
* xyz 1 2
C 0.271 1.234 -0.382
C 0.173 0.728 1.064
C -0.138 1.857 2.026
S -0.143 1.207 3.703
C -0.538 2.640 4.694
N -1.032 1.645 -0.920
H 0.966 2.078 -0.455
H 0.674 0.424 -0.989
H -0.606 -0.061 1.122
H 1.096 0.188 1.313
H 0.592 2.674 1.992
H -1.179 2.301 1.833
H -1.561 2.969 4.509
H 0.118 3.494 4.492
H -0.463 2.374 5.751
H -1.768 1.065 -0.526
H -1.206 2.621 -0.697
H -1.902 -0.719 -2.653
H -3.095 -1.687 -2.700
O -2.326 -1.451 -2.166
H 3.543 0.751 -3.314
H 3.337 0.598 -1.765
O 3.072 0.248 -2.642
H 1.667 -0.582 -3.240
H 0.124 -0.390 -3.503
O 0.849 -1.046 -3.519
H -2.000 4.092 2.208
H -2.740 2.919 1.505
O -2.018 3.582 1.389
H -1.236 1.223 -2.557
H -0.843 1.215 -4.111
O -1.298 0.719 -3.423
H 2.206 -3.929 -1.081
H 3.414 -4.841 -0.794
O 3.014 -4.002 -0.540
H -0.905 -2.812 -1.919
H 0.375 -2.378 -2.590
O 0.043 -3.020 -1.908
H -2.721 -1.069 0.991
H -2.746 -0.842 -0.580
O -2.956 -0.429 0.284
H 4.146 -1.499 -1.852
H 4.011 -2.598 -0.789
O 4.526 -1.790 -1.011
H -0.014 -2.846 -0.152
H 0.906 -3.289 1.002
O 0.063 -2.854 0.828
H 4.346 -0.212 -0.206
H 3.436 0.706 0.632
O 4.034 0.734 -0.120
H -1.789 -1.810 2.969
H -1.372 -2.617 1.723
O -2.154 -2.223 2.181
H -3.829 1.675 2.289
H -3.163 1.095 1.049
O -3.263 1.939 1.556
*
```

# CH5FeO2

CH5FeO2 as an isolated structure at a distorted geometry (ωB97M-V/def2-TZVPD, the OMol25 dataset).

Properties
energy relative to the best compared isomer or geometry (same formula, charge and spin): 0.0 kcal per mole
<S²>: 8.755
orbital gap (spin up / spin down): 8.07 / 8.61 eV
LUMO (spin up / spin down): 0.2 / -1.4 eV
electronic energy: -39596.8784 eV

ORCA input file:
```
! RIJCOSX wB97M-V def2-TZVPD def2/J DEFGRID3
* xyz 0 6
C 0.729 0.065 2.663
H 1.832 -0.031 2.694
H 0.320 -0.716 1.991
H 0.571 0.996 2.088
O 0.211 -0.117 4.028
Fe -0.641 -1.579 4.815
H -0.442 1.157 4.336
O -0.910 2.057 4.057
H -1.777 1.838 3.707
*
```

# C3H5NO2

C3H5NO2 as an isolated structure at a distorted geometry (ωB97M-V/def2-TZVPD, the OMol25 dataset).

Properties
energy relative to the best compared isomer or geometry (same formula, charge and spin): 58.6 kcal per mole
orbital gap: 10.16 eV
LUMO: 0.4 eV
electronic energy: -8775.1532 eV

ORCA input file:
```
! RIJCOSX wB97M-V def2-TZVPD def2/J DEFGRID3
* xyz 0 1
O 1.731 -0.368 -0.956
C 1.564 -0.036 0.222
C 0.202 -0.069 0.756
N -0.562 -0.761 -0.263
C -1.594 0.111 -0.578
O -1.703 1.246 -0.121
H 2.417 0.305 0.802
H 0.104 -0.357 1.810
H -0.229 0.977 0.681
H 0.427 -0.791 -1.085
H -2.357 -0.256 -1.269
*
```

# C40H45Cl42F2N3O11S2

A 15-piece molecular cluster, C40H45Cl42F2N3O11S2 overall at a distorted geometry (ωB97M-V/def2-TZVPD, the OMol25 dataset).

Properties
orbital gap: 7.90 eV
LUMO: -0.5 eV
electronic energy: -622243.7063 eV

ORCA input file:
```
! RIJCOSX wB97M-V def2-TZVPD def2/J DEFGRID3
* xyz 0 1
C 0.624 -2.198 1.700
C 0.993 -2.857 0.322
C 1.564 -1.715 -0.558
O 0.531 -0.739 -0.660
C 0.479 0.024 -1.819
C 1.515 1.189 -1.852
C 2.993 0.809 -2.087
C 3.337 0.181 -3.440
O 3.698 -0.973 -3.478
O 1.423 1.751 -0.521
C 1.121 3.074 -0.494
C -0.322 3.384 -0.957
C -0.618 4.422 -1.834
C -1.952 4.638 -2.146
N -2.988 3.964 -1.684
C -2.664 2.971 -0.871
C -1.389 2.627 -0.461
S 1.140 3.513 1.330
O 2.432 3.459 1.907
O 0.311 2.518 1.920
F 0.439 4.897 1.503
S 2.390 4.203 -1.272
O 1.991 5.517 -0.877
O 3.688 3.925 -0.779
F 2.292 4.147 -2.851
N 0.377 -0.730 -3.055
C -0.557 -1.853 -2.976
C -1.886 -1.583 -2.230
C -3.092 -2.281 -2.887
O -3.190 -2.449 -4.074
N -4.147 -2.782 -2.027
C -4.999 -1.763 -1.535
C -5.040 -0.476 -2.058
C -5.929 0.430 -1.532
C -6.788 0.113 -0.507
C -6.749 -1.158 0.061
C -5.838 -2.098 -0.465
C 0.176 0.090 -4.235
C -1.154 0.878 -4.285
O -1.145 2.036 -3.932
O -2.317 0.304 -4.723
C -3.264 1.248 -5.195
C -3.291 1.391 -6.718
O -4.008 1.843 -4.479
H -0.414 -1.855 1.721
H 1.244 -1.288 1.780
H 0.903 -2.820 2.550
H 0.125 -3.315 -0.168
H 1.792 -3.580 0.538
H 2.424 -1.317 0.008
H 1.909 -2.144 -1.509
H -0.479 0.585 -1.722
H 1.220 1.923 -2.615
H 3.586 1.741 -2.018
H 3.419 0.155 -1.319
H 3.270 0.714 -4.415
H 0.148 5.073 -2.257
H -2.171 5.478 -2.812
H -3.490 2.386 -0.454
H -1.224 1.807 0.235
H -0.747 -2.258 -3.979
H -0.051 -2.673 -2.440
H -2.163 -0.518 -2.179
H -1.835 -1.979 -1.205
H -3.793 -3.383 -1.291
H -4.384 -0.190 -2.879
H -5.984 1.436 -1.951
H -7.493 0.861 -0.146
H -7.412 -1.412 0.866
H -5.764 -3.141 -0.032
H 0.968 0.814 -4.445
H 0.166 -0.601 -5.096
H -3.568 0.405 -7.118
H -4.061 2.123 -6.969
H -2.307 1.692 -7.100
C 1.232 8.639 -1.884
Cl -0.009 7.840 -2.856
Cl 2.387 9.488 -2.915
Cl 0.482 9.740 -0.731
H 1.766 7.877 -1.328
C -2.433 1.419 3.183
Cl -2.638 1.422 4.939
Cl -2.255 -0.233 2.582
Cl -3.778 2.228 2.374
H -1.524 1.962 2.950
C -1.656 -3.884 4.440
Cl -1.442 -4.443 2.772
Cl -0.888 -4.983 5.587
Cl -1.021 -2.249 4.633
H -2.718 -3.861 4.656
C -6.948 -4.485 2.780
Cl -6.272 -6.005 2.183
Cl -6.520 -4.242 4.479
Cl -6.396 -3.127 1.784
H -8.027 -4.543 2.709
C 0.263 4.020 6.621
Cl 0.156 4.153 4.863
Cl -0.556 5.384 7.385
Cl -0.443 2.487 7.123
H 1.303 4.036 6.922
C 6.645 -1.033 -4.979
Cl 6.770 -1.622 -6.642
Cl 7.598 -2.032 -3.883
Cl 7.147 0.658 -4.882
H 5.608 -1.098 -4.676
C -3.570 -7.762 7.148
Cl -2.480 -9.029 6.579
Cl -3.681 -6.461 5.962
Cl -5.168 -8.426 7.500
H -3.164 -7.352 8.064
C 11.021 -4.072 -5.217
Cl 11.204 -3.831 -3.476
Cl 11.066 -5.793 -5.614
Cl 9.524 -3.336 -5.789
H 11.851 -3.588 -5.716
C -0.970 7.635 2.679
Cl 0.139 8.941 2.255
Cl -2.084 8.143 3.948
Cl -1.859 7.088 1.251
H -0.386 6.803 3.054
C 2.518 -3.551 7.931
Cl 2.347 -3.579 6.177
Cl 1.931 -2.022 8.593
Cl 1.663 -4.913 8.663
H 3.570 -3.643 8.172
C 4.783 -4.698 2.774
Cl 3.085 -4.287 3.026
Cl 5.743 -4.326 4.208
Cl 4.955 -6.399 2.338
H 5.152 -4.095 1.953
C -5.920 4.774 -0.387
Cl -6.166 4.813 1.361
Cl -5.736 3.109 -0.948
Cl -7.254 5.570 -1.224
H -5.007 5.311 -0.614
C 5.087 -7.169 -1.997
Cl 6.139 -5.993 -2.780
Cl 6.024 -8.471 -1.260
Cl 4.077 -6.367 -0.792
H 4.441 -7.600 -2.752
C 5.419 2.560 3.910
Cl 4.515 1.052 3.790
Cl 5.116 3.347 5.463
Cl 7.147 2.273 3.686
H 5.079 3.222 3.123
*
```

# C8H24FO5S4V

C8H24FO5S4V as an isolated structure at a distorted geometry (ωB97M-V/def2-TZVPD, the OMol25 dataset).

Properties
<S²>: 0.753
orbital gap (spin up / spin down): 7.82 / 3.46 eV
LUMO (spin up / spin down): -3.7 / -8.0 eV
electronic energy: -90657.2392 eV

ORCA input file:
```
! RIJCOSX wB97M-V def2-TZVPD def2/J DEFGRID3
* xyz 1 2
O -6.980 0.772 11.944
V -8.125 -0.263 11.667
F -7.091 -1.546 10.986
C -9.749 -3.387 12.423
S -10.245 -2.034 13.385
O -8.991 -1.108 13.241
C -11.415 -1.258 12.300
H -9.088 -4.011 13.011
H -9.194 -2.952 11.595
H -10.580 -3.992 12.213
H -11.137 -1.117 11.277
H -11.572 -0.181 12.670
H -12.353 -1.879 12.298
C -5.449 -7.521 13.589
S -5.583 -5.834 13.214
O -5.590 -5.750 11.720
C -7.211 -5.530 13.893
H -5.803 -7.817 14.585
H -4.451 -7.867 13.497
H -6.097 -8.100 12.909
H -7.971 -5.691 13.134
H -7.198 -4.404 13.973
H -7.379 -5.989 14.903
C -8.201 -6.424 10.242
S -8.972 -7.541 11.399
O -9.989 -6.764 12.193
C -10.056 -8.421 10.168
H -7.343 -5.899 10.877
H -8.890 -5.581 10.040
H -7.749 -6.991 9.450
H -10.610 -9.213 10.663
H -9.430 -8.918 9.423
H -10.811 -7.730 9.831
C -2.829 -3.092 8.356
S -4.265 -2.432 7.537
O -9.518 0.004 10.379
C -5.499 -3.880 8.053
H -3.243 -3.702 9.231
H -2.334 -2.249 8.852
H -2.120 -3.706 7.840
H -5.808 -3.745 9.066
H -4.957 -4.808 7.928
H -6.248 -3.783 7.299
*
```